(1)
A molecular structure, C19H13BrClN2O2V. Source: the Open Molecules 2025 dataset; level of theory: wB97M-V/def2-TZVPD.

Last column: Löwdin charge in e.
Cartesian coordinates (Å):
V  -0.2328  0.1619  -0.1330  1.1027
Cl  -3.7180  6.1040  2.4658  0.6969
C  -2.7429  4.7233  2.1055  -0.6661
C  -1.7574  4.3143  3.0274  -0.0599
C  -0.9647  3.2278  2.7817  0.0095
C  -1.1022  2.4727  1.5943  -0.3178
O  -0.3362  1.4468  1.3884  -0.1683
C  -2.1031  2.8971  0.6697  -0.1278
C  -2.3283  2.2199  -0.5457  -0.1265
O  -1.7172  1.2048  -0.9663  -0.1434
C  -2.9119  4.0281  0.9499  -0.0498
H  -1.6368  4.8795  3.9423  0.1169
H  -0.2107  2.9199  3.4936  0.1223
H  -3.1168  2.6156  -1.1943  0.1466
H  -3.6650  4.3314  0.2333  0.1222
Br  -2.4482  -2.5198  -6.9168  0.7959
C  -1.5946  -2.2247  -5.2652  -0.6844
C  -0.5842  -3.0833  -4.8521  -0.1042
C  0.0457  -2.8721  -3.6418  -0.0120
C  -0.3258  -1.7995  -2.8275  -0.2385
C  -1.3400  -0.9521  -3.2582  -0.0088
C  -1.9755  -1.1579  -4.4709  -0.0989
N  0.2762  -1.5121  -1.5631  0.0311
C  1.2248  -2.2477  -1.1208  -0.0471
C  1.8597  -1.9802  0.1669  -0.2420
C  2.8854  -2.7750  0.6466  0.0154
C  3.4453  -2.4651  1.8786  -0.0162
C  2.9618  -1.3769  2.5832  -0.0114
C  1.9304  -0.6280  2.0350  -0.0747
N  1.3924  -0.9235  0.8543  0.0131
H  -0.2940  -3.9146  -5.4787  0.1108
H  0.8249  -3.5656  -3.3600  0.1053
H  -1.6412  -0.1181  -2.6414  0.0833
H  -2.7624  -0.4925  -4.7959  0.1112
H  1.6058  -3.1012  -1.6729  0.1258
H  3.2377  -3.6180  0.0679  0.1273
H  4.2485  -3.0676  2.2803  0.1245
H  3.3727  -1.1055  3.5446  0.1212
H  1.5130  0.2331  2.5409  0.1158

Forces on atoms 1 to 3 (eV/Å):
0.4820 -0.1682 0.4970
-0.0137 0.0213 0.0076
0.0171 -0.0314 -0.0164

Properties
F_max = 0.7 eV/A
Spin multiplicity = 4
LUMO (spin up / spin down) = -0.1580 / -0.1622 hartree
Total charge = +1
⟨S²⟩ = 3.758
E_HOMO (spin up / spin down) = -10.9 / -11.1 eV

(2)
2 unconnected molecules or ions with the total composition C19H18N6O6 in a non-equilibrium geometry. Source: the Open Molecules 2025 dataset; level of theory: wB97M-V/def2-TZVPD.

Last column: Löwdin charge in e.
Cartesian coordinates (Å):
C  1.5847  -1.3126  0.1130  -0.0572
N  2.0498  -0.1372  0.8210  -0.1126
C  2.5495  0.9176  0.1147  -0.2262
C  2.6506  0.9229  -1.2612  -0.0533
C  3.2616  2.0552  -2.0017  -0.2124
C  3.9426  3.1364  -1.1189  -0.1915
C  3.2314  3.3660  0.2218  -0.1987
C  2.9582  2.0810  0.9980  -0.1289
C  1.9507  -0.2050  2.2433  -0.2545
C  3.0854  -0.4410  3.0398  -0.0207
C  2.9338  -0.5344  4.4219  -0.0828
C  1.6592  -0.4305  4.9978  -0.0905
C  0.5208  -0.3138  4.1836  -0.0825
C  0.6627  -0.2708  2.8009  -0.0233
H  1.2462  -2.0364  0.8651  0.1028
H  0.7445  -1.0802  -0.5486  0.0632
H  2.3978  -1.7536  -0.4828  0.1005
H  2.2651  0.0978  -1.8635  0.0394
H  3.9701  1.6960  -2.7669  0.1072
H  2.4622  2.5416  -2.5840  0.1043
H  4.9843  2.8510  -0.9233  0.1104
H  3.9913  4.0790  -1.6783  0.1045
H  3.8328  4.0206  0.8618  0.1077
H  2.2850  3.8905  0.0376  0.1141
H  2.1801  2.2900  1.7501  0.1257
H  3.8488  1.8029  1.5875  0.1191
H  4.0561  -0.5842  2.5545  0.1244
H  3.8117  -0.6924  5.0502  0.1035
H  1.5454  -0.4732  6.0886  0.1031
H  -0.4816  -0.2685  4.6152  0.1041
H  -0.2031  -0.2814  2.1260  0.1254
O  -1.8035  -2.6555  -7.6806  0.0997
N  -0.6984  -2.3447  -7.2691  -0.1512
C  -0.1854  -1.7559  -6.1187  -0.0483
C  1.2165  -1.7524  -6.2358  -0.1267
N  1.6116  -2.2911  -7.4300  0.1619
O  0.4351  -2.6324  -8.0581  0.0506
C  2.0471  -1.5907  -5.0347  -0.0202
N  3.4620  -1.9199  -4.9958  -0.3082
O  4.0110  -2.4608  -5.9696  0.0936
O  4.1005  -1.6205  -3.9470  0.0487
C  1.4214  -1.3808  -3.7785  0.1298
C  0.0325  -1.5643  -3.7046  -0.0832
N  -0.6900  -2.1649  -2.6668  -0.1287
O  -0.4155  -2.5352  -1.5313  0.0647
O  -1.9213  -2.5985  -3.2193  0.0586
N  -2.0094  -2.2664  -4.5244  0.1514
C  -0.8068  -1.6706  -4.8380  -0.1116
H  1.9572  -1.2062  -2.8421  0.0952

Forces on atoms 1 to 3 (eV/Å):
-0.0384 0.1258 0.2987
-0.3002 -1.0324 0.1523
0.2223 0.3901 -1.1065

Properties
F_max = 3.8 eV/A
LUMO = -0.0901 hartree
E_HOMO = -7.4 eV

(3)
C18H21NO4 in the gas phase in a non-equilibrium geometry. Source: the Open Molecules 2025 dataset; level of theory: wB97M-V/def2-TZVPD.

Last column: Löwdin charge in e.
Cartesian coordinates (Å):
C  -0.7003  4.8105  -1.6568  -0.0578
C  -1.7726  3.7431  -1.5427  -0.2176
O  -1.2176  2.6249  -0.8519  -0.0116
C  -2.0822  1.7114  -0.3896  -0.4514
O  -3.2748  1.7694  -0.5652  0.1233
C  -1.3976  0.6223  0.3175  -0.0485
C  -1.8818  -0.7145  0.3814  0.0585
C  -0.9351  -1.4373  1.0423  -0.2353
C  -0.8258  -2.8986  1.3496  -0.1113
N  -0.2392  -3.6949  0.2825  -0.1621
C  1.1139  -3.2939  -0.0622  -0.1653
C  1.6890  -4.3249  -1.0339  -0.1965
O  0.9036  -4.4226  -2.1983  -0.1298
C  -0.4201  -4.7749  -1.8732  -0.1968
C  -1.0509  -3.7581  -0.9199  -0.1685
O  0.0974  -0.6326  1.3885  0.1016
C  -0.1759  0.6159  0.9629  -0.1454
C  0.7760  1.6707  1.2753  -0.1388
C  2.1407  1.3857  1.2874  -0.0143
C  3.0571  2.3758  1.5862  -0.0776
C  2.6244  3.6574  1.8833  -0.0853
C  1.2681  3.9418  1.8940  -0.0786
C  0.3461  2.9569  1.5974  -0.0252
H  -0.3704  5.1173  -0.6679  0.0668
H  0.1568  4.4199  -2.1983  0.0800
H  -1.0963  5.6720  -2.1866  0.0773
H  -2.6458  4.1057  -0.9883  0.1259
H  -2.1120  3.4143  -2.5319  0.1301
H  -2.8109  -1.0610  -0.0210  0.1281
H  -1.8200  -3.3021  1.5548  0.1306
H  -0.1981  -3.0265  2.2358  0.1314
H  1.7180  -3.2650  0.8469  0.1297
H  1.1411  -2.3002  -0.5412  0.1311
H  2.6886  -4.0344  -1.3615  0.1250
H  1.7356  -5.3032  -0.5322  0.1266
H  -0.9679  -4.8130  -2.8162  0.1250
H  -0.4350  -5.7675  -1.3982  0.1262
H  -2.0576  -4.0835  -0.6508  0.1275
H  -1.1148  -2.7802  -1.4263  0.1261
H  2.4737  0.3857  1.0522  0.1154
H  4.1128  2.1478  1.5864  0.1033
H  3.3412  4.4315  2.1139  0.1015
H  0.9288  4.9365  2.1446  0.1046
H  -0.7104  3.1725  1.6311  0.1217

Forces on atoms 1 to 3 (eV/Å):
-0.1550 -0.4240 0.1003
-0.3331 0.4216 -0.1804
0.2064 -0.0805 0.0295

Properties
F_max = 1.2 eV/A
SMILES = CCOC(=O)c1cc(CN2CCOCC2)oc1-c1ccccc1
LUMO = 0.0194 hartree
E_HOMO = -8.3 eV

(4)
2 unconnected molecules or ions with the total composition C2H12OSi3 in a non-equilibrium geometry. Source: the Open Molecules 2025 dataset; level of theory: wB97M-V/def2-TZVPD.

Last column: Löwdin charge in e.
Cartesian coordinates (Å):
C  0.1860  -0.0413  -2.2478  -0.2203
C  -2.1500  0.7439  -0.0669  -0.1883
O  0.6791  1.1586  0.2084  -0.5088
Si  1.9270  1.9243  0.8316  0.4882
Si  0.3943  -2.8301  1.0202  0.5648
Si  -0.3450  0.0775  -0.5398  0.5362
H  1.0581  -0.6295  -2.3970  0.0214
H  -0.5342  -0.5738  -2.8687  0.0381
H  0.4484  0.9143  -2.6752  0.0410
H  -2.3911  0.2387  0.8165  -0.0243
H  -2.5688  1.7745  -0.0133  0.0438
H  -2.8360  0.3197  -0.7801  -0.0021
H  2.3882  0.8349  1.7388  -0.0433
H  1.5557  3.1898  1.2723  -0.0952
H  2.9829  2.2849  -0.1847  -0.0671
H  0.8635  -3.7959  0.1345  -0.2068
H  -0.4786  -3.3232  2.0561  -0.1830
H  1.4669  -2.4041  1.8594  -0.1943

Forces on atoms 1 to 3 (eV/Å):
-0.3802 -0.4572 -1.4436
0.6282 0.0222 -1.7658
-1.8669 -1.0323 -1.3741

Properties
F_max = 3.5 eV/A
LUMO = -0.0045 hartree
E_HOMO = -7.8 eV

Ordered ΔE to the lowest compared entry with this formula, charge and spin results: 0.0 0.0 156.0 109.7; unit kJ/mol.